{
  "formula": "C16H25ClOSSn",
  "method": "ωB97M-V/def2-TZVPD",
  "charge": 2,
  "homo_lumo_gap_ev": [5.07, 5.06],
  "max_force_ha_per_bohr": 0.07418,
  "species": ["C", "C", "C", "C", "Cl", "H", "H", "H", "H", "H", "H", "H", "H", "H", "C", "C", "C", "H", "C", "C", "H", "H", "H", "H", "C", "C", "C", "H", "C", "C", "H", "H", "H", "H", "Sn", "C", "S", "C", "O", "H", "H", "H", "H", "H", "H"],
  "coordinates": [[0.273, 0.803, -6.617], [1.640, 1.304, -6.549], [0.028, -0.610, -6.869], [-0.844, 1.735, -6.557], [0.218, 0.403, -3.708], [0.024, -0.682, -7.952], [-0.943, -0.982, -6.503], [0.807, -1.293, -6.488], [1.889, 1.534, -7.581], [2.379, 0.576, -6.176], [1.760, 2.222, -5.956], [-0.989, 2.038, -7.589], [-0.655, 2.638, -5.959], [-1.787, 1.296, -6.196], [1.648, -1.225, 0.821], [0.957, -2.139, -0.008], [1.303, -1.866, -1.365], [0.327, -2.955, 0.327], [2.236, -0.733, -1.357], [2.445, -0.394, 0.033], [3.178, 0.323, 0.388], [1.607, -1.230, 1.908], [1.033, -2.451, -2.244], [2.856, -0.435, -2.202], [-2.270, 1.115, 0.351], [-1.956, -0.066, 1.056], [-1.997, -1.155, 0.169], [-1.794, -0.121, 2.132], [-2.266, -0.678, -1.146], [-2.456, 0.753, -1.047], [-2.796, 1.418, -1.840], [-2.428, 2.104, 0.761], [-1.875, -2.200, 0.447], [-2.434, -1.267, -2.035], [0.155, 0.509, -1.505], [2.316, 2.410, 2.456], [0.714, 2.461, 1.713], [0.310, 4.170, 1.763], [0.993, 2.216, 0.199], [2.310, 3.123, 3.307], [3.069, 2.729, 1.718], [2.508, 1.407, 2.831], [0.925, 4.704, 1.028], [-0.749, 4.290, 1.519], [0.519, 4.537, 2.783]],
  "forces_ev_per_angstrom": [[0.0, -0.1, 0.8], [0.6, 0.0, 1.0], [-0.1, -0.8, 0.9], [-0.6, 0.2, 1.0], [0.0, 0.3, -3.4], [0.0, -0.2, -0.6], [0.2, 0.4, -0.3], [-0.1, 0.5, -0.3], [0.3, 0.2, -0.5], [-0.5, 0.1, -0.4], [-0.3, -0.2, -0.4], [-0.2, 0.3, -0.6], [0.3, -0.3, -0.4], [0.4, -0.1, -0.4], [0.9, 0.2, -0.2], [0.8, 0.0, -1.9], [-1.2, -0.6, 1.5], [0.0, 0.2, -0.1], [-0.9, 1.1, 0.4], [0.0, -0.5, 0.7], [-0.3, 0.0, -0.1], [0.0, 0.1, -0.3], [0.0, 0.2, 0.3], [-0.1, 0.0, 0.3], [0.1, -1.0, -0.1], [-1.2, 1.4, -0.1], [-0.6, -0.2, -1.7], [0.0, 0.0, -0.4], [1.2, -1.9, 1.6], [2.0, 2.0, 0.9], [-0.1, -0.2, 0.3], [0.1, -0.1, -0.1], [0.0, 0.4, -0.2], [0.0, -0.1, 0.0], [-0.4, -0.7, 3.7], [0.6, 0.9, 0.4], [-0.5, -0.9, -1.1], [0.3, 0.9, 0.3], [-0.5, -0.5, -0.2], [0.1, -0.5, -0.4], [-0.3, -0.1, 0.3], [0.0, 0.0, -0.1], [-0.1, -0.1, 0.2], [0.2, -0.1, 0.1], [-0.3, 0.0, -0.4]],
  "mulliken_charge": [0.854, -1.089, -1.103, -1.104, -0.200, 0.431, 0.350, 0.345, 0.434, 0.340, 0.343, 0.438, 0.336, 0.342, -0.249, -0.702, -0.524, 0.625, -0.469, -0.693, 0.452, 0.473, 0.482, 0.607, -0.712, -0.291, -0.552, 0.462, -0.579, -0.468, 0.531, 0.546, 0.587, 0.558, 1.074, -1.017, 0.687, -1.048, -0.607, 0.454, 0.304, 0.301, 0.328, 0.299, 0.423]
}


{
  "formula": "C16H25F12N2O11P2",
  "method": "ωB97M-V/def2-TZVPD",
  "charge": -1,
  "homo_lumo_gap_ev": 6.18,
  "max_force_ha_per_bohr": 0.07195,
  "species": ["N", "P", "O", "N", "P", "O", "O", "H", "H", "H", "H", "H", "C", "C", "O", "C", "O", "C", "F", "F", "F", "H", "H", "H", "H", "H", "C", "C", "O", "C", "O", "C", "F", "F", "F", "H", "H", "H", "H", "H", "C", "C", "O", "C", "O", "C", "F", "F", "F", "H", "H", "H", "H", "H", "C", "C", "O", "C", "O", "C", "F", "F", "F", "H", "H", "H", "H", "H"],
  "coordinates": [[2.519, 0.553, -0.533], [0.865, 0.073, -0.098], [0.963, -1.604, 0.322], [-0.031, 0.259, -1.582], [-1.691, 0.143, -1.129], [-2.082, 1.298, 0.074], [-2.032, -1.454, -0.572], [3.159, 0.287, 0.204], [2.771, -0.076, -1.302], [0.612, -1.742, 1.209], [-1.438, 1.308, 0.806], [-1.248, -2.021, -0.673], [0.344, -0.257, 6.599], [1.391, 0.787, 6.266], [2.343, 0.282, 5.318], [1.927, 0.246, 4.045], [0.851, 0.597, 3.671], [3.042, -0.275, 3.140], [3.612, -1.388, 3.627], [4.025, 0.629, 2.997], [2.608, -0.570, 1.912], [0.819, -1.176, 6.949], [-0.333, 0.110, 7.372], [-0.248, -0.518, 5.721], [1.953, 1.042, 7.165], [0.939, 1.710, 5.896], [-4.752, -3.137, 1.464], [-4.542, -1.736, 2.002], [-5.034, -1.623, 3.354], [-4.253, -2.137, 4.303], [-3.200, -2.671, 4.115], [-4.878, -1.912, 5.678], [-6.175, -2.253, 5.710], [-4.807, -0.624, 6.047], [-4.271, -2.621, 6.633], [-5.804, -3.423, 1.543], [-4.442, -3.195, 0.421], [-4.179, -3.870, 2.035], [-5.111, -1.028, 1.400], [-3.494, -1.436, 1.947], [5.747, -2.109, -5.566], [5.997, -0.716, -5.024], [5.556, -0.603, -3.662], [6.364, -1.137, -2.744], [7.401, -1.686, -2.978], [5.792, -0.914, -1.347], [4.495, -1.234, -1.276], [5.898, 0.368, -0.972], [6.420, -1.637, -0.418], [4.695, -2.378, -5.454], [6.019, -2.165, -6.621], [6.327, -2.855, -5.022], [5.420, 0.010, -5.597], [7.048, -0.430, -5.108], [-2.845, 3.237, -2.436], [-2.149, 2.881, -3.732], [-3.042, 3.019, -4.862], [-3.255, 4.260, -5.289], [-2.771, 5.247, -4.817], [-4.183, 4.245, -6.502], [-5.264, 3.476, -6.309], [-3.560, 3.770, -7.593], [-4.630, 5.466, -6.814], [-3.750, 2.640, -2.313], [-2.187, 3.062, -1.588], [-3.152, 4.287, -2.424], [-1.841, 1.835, -3.702], [-1.248, 3.478, -3.886]],
  "forces_ev_per_angstrom": [[-1.2, -1.4, -0.8], [-1.1, 1.6, -0.4], [0.2, -0.2, -1.3], [-0.2, -1.4, 3.4], [0.1, 0.8, -2.8], [0.8, -1.4, 0.5], [0.6, 0.6, 0.6], [-0.2, 0.2, 0.0], [0.0, 0.6, -0.1], [0.0, 0.4, -0.1], [0.0, 0.0, -0.2], [0.0, 0.4, 0.2], [-0.1, -0.2, -0.3], [-0.4, 0.1, 0.5], [0.4, -0.1, -0.4], [-0.5, 0.4, 0.9], [0.1, -0.1, -0.3], [0.9, -0.6, -1.1], [-0.2, 0.0, 0.3], [-0.2, 0.3, 0.3], [0.2, 0.1, 1.4], [0.0, 0.1, 0.1], [0.1, 0.0, 0.0], [0.0, 0.1, 0.0], [0.2, -0.1, -0.2], [0.0, -0.2, -0.2], [-0.1, -0.3, 0.3], [0.3, -0.1, -0.9], [0.0, 0.0, 0.8], [0.0, 0.2, -1.5], [0.1, -0.1, 0.6], [-0.5, 0.1, 1.1], [0.0, -0.1, -0.3], [0.1, 0.1, -0.3], [0.2, -0.1, -0.3], [0.0, 0.1, -0.1], [0.0, 0.1, 0.1], [0.1, 0.1, -0.1], [-0.1, 0.1, 0.3], [-0.1, -0.1, 0.1], [0.0, -0.3, 0.2], [0.1, -0.1, -0.7], [0.1, 0.0, 0.6], [0.0, 0.2, -1.2], [0.1, -0.1, 0.4], [-0.7, 0.1, 1.4], [0.4, -0.4, -0.4], [0.2, 0.1, -0.4], [0.3, -0.1, -0.4], [0.0, 0.1, -0.1], [0.0, 0.1, 0.0], [0.1, 0.1, -0.1], [-0.1, 0.0, 0.3], [0.0, -0.1, 0.2], [-0.3, 0.4, -0.2], [0.5, -0.3, 0.9], [-0.4, 0.5, -0.8], [0.8, -0.9, 1.1], [-0.3, 0.4, -0.5], [-0.8, 0.0, -0.8], [0.1, 0.0, 0.2], [0.3, 0.0, 0.1], [0.2, 0.1, 0.3], [0.2, -0.2, 0.1], [0.0, -0.2, -0.1], [0.1, 0.0, -0.1], [-0.2, 0.0, -0.2], [-0.2, 0.1, -0.2]],
  "mulliken_charge": [-0.707, 0.120, -0.551, -0.494, 0.013, -0.387, -0.303, 0.381, 0.244, 0.271, 0.305, 0.241, -1.078, -0.212, -0.346, 0.199, -0.460, 0.962, -0.280, -0.301, -0.139, 0.302, 0.374, 0.290, 0.306, 0.320, -1.211, -0.060, -0.327, 0.411, -0.515, 0.853, -0.258, -0.259, -0.248, 0.337, 0.359, 0.315, 0.305, 0.261, -1.123, -0.221, -0.294, 0.236, -0.536, 1.039, -0.265, -0.264, -0.271, 0.311, 0.373, 0.322, 0.324, 0.316, -1.089, -0.024, -0.340, 0.333, -0.515, 0.911, -0.252, -0.260, -0.255, 0.319, 0.285, 0.400, 0.239, 0.271]
}


{
  "formula": "C16H25F2N2O3Si",
  "method": "ωB97M-V/def2-TZVPD",
  "charge": -1,
  "homo_lumo_gap_ev": 1.53,
  "max_force_ha_per_bohr": 0.02975,
  "species": ["C", "Si", "C", "C", "C", "C", "F", "F", "C", "C", "N", "C", "C", "N", "C", "C", "C", "C", "C", "C", "H", "H", "H", "H", "H", "H", "H", "H", "H", "H", "H", "H", "H", "H", "H", "H", "H", "H", "H", "H", "H", "H", "H", "H", "H", "C", "O", "O", "O"],
  "coordinates": [[-0.479, 0.352, 2.627], [0.844, 1.119, 1.499], [1.910, 2.295, 2.488], [0.129, 2.052, -0.010], [-1.362, 2.401, 0.084], [-2.192, 1.681, -0.963], [-3.298, 2.454, -1.211], [-1.555, 1.557, -2.150], [-2.686, 0.302, -0.552], [-1.538, -0.699, -0.615], [-1.967, -1.872, 0.208], [-3.425, -2.202, -0.021], [-3.962, -1.620, -1.321], [-3.738, -0.161, -1.468], [1.799, -0.321, 0.789], [2.573, -0.028, -0.341], [3.305, -1.015, -1.000], [3.247, -2.313, -0.505], [2.489, -2.632, 0.626], [1.761, -1.635, 1.275], [-0.763, -0.630, 2.254], [-0.046, 0.181, 3.611], [-1.370, 0.959, 2.789], [2.527, 1.792, 3.228], [1.249, 2.979, 3.028], [2.534, 2.903, 1.838], [0.346, 1.480, -0.905], [0.740, 2.947, -0.101], [-1.521, 3.458, -0.111], [-1.788, 2.211, 1.066], [-3.094, 0.396, 0.450], [-1.355, -1.042, -1.625], [-0.582, -0.355, -0.222], [-1.873, -1.644, 1.204], [-1.369, -2.692, 0.039], [-3.578, -3.274, -0.016], [-3.963, -1.742, 0.801], [-3.512, -2.163, -2.153], [-5.029, -1.837, -1.334], [-3.375, -0.045, -2.406], [2.623, 0.976, -0.749], [3.870, -0.739, -1.886], [3.790, -3.100, -1.013], [2.444, -3.648, 0.992], [1.164, -1.892, 2.143], [5.016, 1.226, -2.589], [4.223, 1.760, -1.743], [6.288, 1.358, -2.505], [4.548, 0.463, -3.525]],
  "forces_ev_per_angstrom": [[0.0, 0.4, 0.1], [0.7, -0.4, -0.4], [-0.6, 0.2, 0.1], [0.0, -0.2, 1.0], [0.5, 0.2, -0.7], [-0.7, 0.3, 0.7], [-0.2, 0.0, -0.1], [0.2, 0.0, -0.4], [0.1, -0.2, -1.1], [0.5, 0.2, 0.8], [-0.3, -0.5, -0.1], [-0.3, 0.5, -0.2], [0.3, 0.1, -0.1], [0.0, -0.6, 0.4], [-0.1, 0.1, 0.0], [-0.3, -0.3, 0.2], [-0.3, -0.1, 0.4], [-0.1, 0.0, 0.1], [-0.2, 0.4, -0.1], [0.2, -0.1, -0.4], [-0.1, -0.1, 0.0], [0.1, -0.1, 0.1], [-0.1, 0.0, 0.0], [0.1, -0.1, 0.0], [0.0, 0.1, 0.1], [0.2, -0.1, -0.1], [0.1, 0.0, -0.1], [0.0, 0.2, -0.1], [0.0, 0.1, -0.1], [-0.2, -0.1, 0.0], [0.0, 0.0, 0.2], [-0.1, 0.0, -0.2], [0.0, -0.1, 0.1], [0.3, 0.0, -0.1], [0.0, 0.2, -0.1], [0.1, -0.1, 0.2], [-0.1, -0.2, 0.2], [0.0, -0.1, -0.1], [-0.1, 0.0, 0.0], [-0.1, 0.4, -0.1], [0.3, 0.1, -0.2], [0.1, 0.1, -0.2], [0.1, 0.0, 0.0], [0.1, -0.1, 0.0], [0.0, 0.0, 0.2], [1.1, -0.8, -0.7], [-0.6, 0.6, 0.6], [-0.2, 0.4, 0.3], [-0.6, -0.1, 0.0]],
  "mulliken_charge": [-0.947, 0.397, -1.283, -1.055, -0.995, 0.397, -0.371, -0.311, 0.091, -0.365, 0.445, -1.001, -0.727, -0.423, 0.679, -0.433, -0.798, -0.573, -0.662, -0.281, -0.266, 0.420, 0.430, 0.365, 0.363, 0.403, 0.723, 0.714, 0.354, 0.382, 0.361, 0.117, -0.595, 0.302, 0.562, 0.543, 0.319, 0.395, 0.409, 0.382, 0.679, 0.412, 0.398, 0.393, 0.341, 0.638, -0.724, -0.786, -0.818]
}


{
  "formula": "C16H25IMoNO5P2S",
  "method": "ωB97M-V/def2-TZVPD",
  "multiplicity": 3,
  "charge": 3,
  "homo_lumo_gap_ev": [4.70, 4.57],
  "max_force_ha_per_bohr": 0.18291,
  "de_lowest_kcal_mol": 84.3,
  "s2": 2.02,
  "species": ["C", "C", "H", "H", "H", "O", "I", "Mo", "P", "C", "C", "H", "H", "H", "H", "H", "H", "C", "H", "H", "H", "P", "C", "C", "H", "H", "H", "C", "H", "H", "H", "H", "H", "H", "C", "O", "O", "C", "N", "S", "O", "O", "C", "C", "C", "C", "C", "C", "H", "H", "H", "H"],
  "coordinates": [[0.200, -2.294, -4.826], [0.200, -1.448, -3.624], [0.085, -1.640, -5.683], [-0.678, -2.974, -4.691], [1.138, -2.918, -4.762], [0.481, -0.238, -3.464], [0.215, -2.716, -1.982], [-0.115, 0.362, -0.448], [2.412, -0.167, -0.801], [3.275, 1.393, -0.486], [3.086, -1.388, 0.361], [4.177, -1.429, 0.207], [4.194, -0.431, -2.344], [2.604, -2.359, 0.184], [2.997, -1.749, -2.593], [3.156, 1.660, 0.574], [2.818, -1.054, 1.371], [3.130, -0.676, -2.405], [4.329, 1.219, -0.734], [2.677, -0.139, -3.247], [2.867, 2.189, -1.123], [-2.264, -0.227, -1.542], [-3.029, 1.357, -1.129], [-2.836, -0.676, -3.177], [-2.688, -2.426, -0.471], [-4.140, -1.481, -0.950], [-3.235, -1.088, 0.525], [-3.139, -1.432, -0.509], [-2.644, -1.738, -3.389], [-3.896, -0.474, -3.018], [-3.960, 1.235, -1.689], [-2.437, 2.149, -1.621], [-2.396, 0.044, -3.878], [-3.151, 1.443, -0.027], [0.020, 2.203, -0.906], [0.080, 3.234, -1.449], [-2.801, 0.519, 2.123], [-1.600, 0.370, 2.253], [-0.768, 0.195, 1.107], [0.672, 2.411, 2.139], [2.132, 2.246, 2.028], [0.219, 3.765, 2.316], [0.126, 1.422, 3.680], [0.834, 1.591, 4.872], [0.460, 0.819, 5.994], [-0.584, -0.130, 5.870], [-1.223, -0.325, 4.647], [-0.846, 0.422, 3.532], [1.736, 2.209, 4.929], [0.961, 0.971, 6.976], [-0.876, -0.714, 6.751], [-1.973, -1.100, 4.533]],
  "forces_ev_per_angstrom": [[-0.8, -0.2, 0.2], [2.5, 3.9, -0.1], [0.3, -0.3, -0.5], [0.7, 0.3, -0.6], [-0.8, 0.6, -0.5], [-2.0, -3.7, -0.2], [-0.5, -0.1, 2.3], [0.4, -7.0, -0.6], [1.2, 0.2, 0.2], [-0.1, 0.0, 0.2], [-0.6, 0.2, 0.2], [-0.4, -0.1, 0.2], [-0.1, -0.1, 0.1], [0.4, 0.2, 0.0], [0.2, 0.3, 0.2], [0.2, 0.0, -0.6], [0.4, -0.2, -0.1], [-0.7, -0.1, -0.5], [-0.1, 0.2, 0.1], [0.4, 0.0, 0.3], [0.3, -0.1, 0.1], [-0.6, -0.5, 1.8], [0.2, -0.1, -0.5], [1.0, 0.5, -0.1], [-0.1, 0.1, -0.3], [0.0, -0.2, 0.1], [0.0, 0.1, -0.2], [0.0, 0.0, 0.4], [-0.2, 0.5, -0.1], [-0.2, -0.2, -0.5], [-0.4, 0.7, 0.5], [-0.6, 0.0, 0.5], [-0.4, -0.5, -0.3], [-0.1, 0.2, -0.8], [0.5, 8.8, -3.4], [-0.2, -4.1, 2.5], [2.3, -0.6, -0.3], [-2.3, 0.2, 2.0], [0.3, 0.3, -1.7], [2.0, 0.8, 2.3], [-1.4, -0.6, 0.1], [-0.8, 0.0, -0.4], [0.8, -0.6, -0.4], [0.3, -0.2, 0.0], [-0.6, -0.1, -0.2], [0.6, 0.5, 0.3], [0.1, -0.2, 0.1], [-0.1, 0.9, -0.1], [-0.6, 0.1, 0.0], [-0.3, -0.2, -1.0], [0.1, 0.2, -0.5], [-0.1, 0.1, 0.1]],
  "mulliken_charge": [-1.006, 0.422, 0.347, 0.410, 0.388, -0.480, 0.325, 0.679, 0.936, -1.255, -1.057, 0.426, 0.556, 0.337, 0.347, 0.364, 0.383, -1.257, 0.472, 0.363, 0.457, 0.981, -1.222, -1.306, 0.347, 0.416, 0.360, -1.073, 0.317, 0.700, 0.506, 0.500, 0.399, 0.302, 0.128, -0.076, -0.419, 0.327, -0.503, 1.200, -0.609, -0.556, 0.464, -0.715, -0.576, -0.612, -0.623, 0.378, 0.468, 0.409, 0.426, 0.510]
}